(1)
The following is a DFT calculation (ωB97M-V/def2-TZVPD) of a cluster of 2 separate species, C2H3NP2 in total at a distorted geometry.

Calculated values
Gap between HOMO and LUMO ... 8.50 eV
ΔE to the lowest compared entry with this formula, charge and spin ... 270.6 kJ/mol
Largest force on an atom ... 0.1293 hartree/bohr

CARTESIAN COORDINATES (ANGSTROEM)
C1 0.069 1.807 -0.422
C2 -0.057 0.619 0.476
N1 0.174 2.604 -1.240
P1 0.178 -2.160 -0.153
P2 -1.212 -0.713 -0.108
H1 1.629 0.257 0.244
H2 -0.034 0.834 1.465
H3 -0.745 -3.248 -0.263

(2)
The following is a DFT calculation (ωB97M-V/def2-TZVPD) of a structure of composition C5H10O.

Calculated values
Gap between HOMO and LUMO ... 8.39 eV
ΔE to the lowest compared entry with this formula, charge and spin ... 399.1 kJ/mol
Largest force on an atom ... 0.0094 hartree/bohr

CARTESIAN COORDINATES (ANGSTROEM)
C1 0.965 -0.917 0.995
C2 0.138 -0.066 0.052
C3 0.641 -0.128 -1.381
C4 -1.384 -0.150 0.166
C5 -1.532 1.361 -0.100
O1 0.175 1.335 0.546
H1 2.033 -0.700 0.878
H2 0.679 -0.731 2.034
H3 0.809 -1.979 0.777
H4 -0.097 0.296 -2.065
H5 0.849 -1.163 -1.665
H6 1.583 0.426 -1.484
H7 -1.855 -0.769 -0.604
H8 -1.677 -0.538 1.156
H9 -2.010 1.837 0.773
H10 0.673 1.913 -0.049

(3)
The following is a DFT calculation (ωB97M-V/def2-TZVPD) of a cluster of 2 separate species, C4H12N3 in total at a distorted geometry.

Calculated values
Gap between HOMO and LUMO (alpha / beta) ... 3.24 / 9.09 eV
Spin multiplicity ... 2
ΔE to the lowest compared entry with this formula, charge and spin ... 288.6 kJ/mol
Largest force on an atom ... 0.0696 hartree/bohr

CARTESIAN COORDINATES (ANGSTROEM)
C1 -2.216 -0.310 -1.815
C2 -1.146 0.485 -1.674
N1 -0.632 0.878 -0.381
C3 -0.094 2.262 -0.206
H1 -2.742 -0.602 -0.917
H2 -2.593 -0.601 -2.775
H3 -0.453 0.855 -2.441
H4 -1.423 0.785 0.319
H5 0.294 2.368 0.781
H6 0.649 2.383 -1.005
H7 -0.977 2.924 -0.303
N2 1.437 -0.463 0.309
C4 1.738 -1.264 1.295
N3 0.832 -1.733 2.185
H8 0.098 0.042 0.031
H9 2.297 -0.194 -0.183
H10 2.775 -1.416 1.462
H11 1.019 -2.506 2.805
H12 -0.088 -1.849 1.835

(4)
The following is a DFT calculation (ωB97M-V/def2-TZVPD) of a cluster of 11 separate species, C48H48BF4O28 in total at a distorted geometry.

Calculated values
Charge ... -1
Gap between HOMO and LUMO ... 6.15 eV
ΔE to the lowest compared entry with this formula, charge and spin ... 55.0 kJ/mol
Largest force on an atom ... 0.2596 hartree/bohr

CARTESIAN COORDINATES (ANGSTROEM)
B1 15.085 32.352 7.547
F1 14.937 32.417 6.169
F2 16.022 31.415 7.786
F3 15.454 33.681 7.951
F4 13.822 32.008 8.003
C1 15.449 26.556 6.970
C2 15.543 27.575 7.886
C3 14.514 27.714 8.927
O1 14.511 28.706 9.763
C4 13.382 26.894 8.942
C5 13.353 25.590 8.001
C6 14.331 25.488 6.960
O2 14.323 24.511 6.195
O3 12.392 24.693 8.179
O4 16.561 28.485 7.841
H1 16.234 26.566 6.123
H2 12.614 27.066 9.697
H3 11.730 25.116 8.836
H4 16.593 29.128 8.489
C7 11.658 32.976 1.032
C8 11.593 31.437 1.090
C9 12.350 30.735 2.001
O5 12.507 29.553 1.925
C10 13.181 31.483 2.948
C11 13.268 33.011 2.940
C12 12.484 33.708 1.859
O6 12.602 34.945 1.728
O7 14.098 33.725 3.748
O8 10.749 30.687 0.262
H5 10.995 33.522 0.554
H6 13.836 30.963 3.621
H7 14.468 33.124 4.278
H8 10.980 29.860 0.376
C13 10.675 34.026 11.577
C14 11.756 33.296 10.901
C15 13.094 32.964 11.549
O9 14.020 32.454 11.017
C16 13.212 33.469 12.929
C17 12.134 34.301 13.649
C18 10.828 34.551 12.937
O10 9.859 35.014 13.564
O11 12.150 34.950 14.863
O12 11.850 33.041 9.570
H9 9.911 34.145 10.975
H10 14.074 33.305 13.454
H11 13.034 34.891 15.205
H12 12.806 32.800 9.439
C19 16.772 28.156 3.402
C20 17.090 29.092 4.580
C21 18.340 28.864 5.247
O13 18.646 29.661 6.106
C22 19.082 27.673 5.085
C23 18.739 26.734 3.852
C24 17.629 26.982 2.981
O14 17.449 26.450 1.936
O15 19.320 25.474 3.580
O16 16.325 30.141 4.850
H13 15.804 28.304 2.835
H14 19.907 27.538 5.724
H15 19.996 25.620 4.157
H16 16.588 30.521 5.724
C25 10.587 27.129 6.065
C26 11.719 27.060 5.000
C27 12.859 27.960 4.913
O17 13.717 27.869 4.067
C28 12.958 28.937 5.926
C29 11.930 29.069 7.023
C30 10.672 28.227 7.093
O18 9.722 28.283 7.841
O19 12.070 30.005 8.035
O20 11.618 26.039 3.959
H17 9.694 26.398 5.949
H18 13.863 29.356 5.781
H19 12.618 30.620 7.909
H20 12.467 26.402 3.543
C31 17.919 35.701 12.197
C32 16.943 35.402 11.074
C33 15.637 35.821 11.171
O21 14.794 35.631 10.256
C34 15.215 36.514 12.334
C35 16.137 36.888 13.529
C36 17.525 36.482 13.449
O22 18.405 36.777 14.224
O23 15.852 37.629 14.573
O24 17.349 34.739 9.922
H21 18.814 35.287 12.135
H22 14.198 36.825 12.377
H23 14.885 37.767 14.690
H24 16.368 34.795 9.477
C37 11.415 32.386 5.868
C38 10.482 33.346 5.063
O25 9.905 33.002 4.126
C39 10.658 34.776 5.448
H25 11.409 31.452 5.468
H26 11.147 32.509 6.909
H27 12.555 32.644 5.757
H28 10.592 35.407 4.772
H29 11.618 34.918 5.879
H30 9.918 34.983 6.260
C40 20.805 34.146 8.800
C41 20.592 32.622 8.946
O26 21.097 31.989 9.808
C42 19.614 32.034 7.919
H31 19.986 34.825 8.847
H32 21.429 34.474 7.958
H33 21.218 34.521 9.626
H34 19.851 32.045 6.902
H35 18.661 32.602 8.024
H36 19.489 30.957 8.152
C43 18.287 35.208 6.129
C44 18.833 34.243 5.140
O27 19.856 34.576 4.494
C45 17.917 33.025 4.560
H37 17.490 35.868 5.688
H38 19.126 35.696 6.452
H39 17.499 34.603 6.814
H40 17.074 33.492 3.953
H41 17.545 32.337 5.405
H42 18.513 32.573 3.867
C46 16.893 32.168 13.108
C47 17.730 31.397 12.276
O28 18.847 30.903 12.758
C48 17.386 31.256 10.820
H43 16.876 31.942 14.044
H44 15.854 31.801 13.159
H45 16.737 33.090 12.668
H46 17.008 32.102 10.178
H47 16.460 30.634 10.838
H48 18.037 30.581 10.181

(5)
The following is a DFT calculation (ωB97M-V/def2-TZVPD) of a cluster of 11 separate species, C4H20BO18 in total at a distorted geometry.

Calculated values
Charge ... -1
Gap between HOMO and LUMO ... 9.02 eV
ΔE to the lowest compared entry with this formula, charge and spin ... 232.2 kJ/mol
Largest force on an atom ... 0.0900 hartree/bohr

CARTESIAN COORDINATES (ANGSTROEM)
O1 1.831 -2.425 -3.174
C1 1.474 -2.199 -2.007
O2 0.850 -1.100 -1.588
B1 0.451 -1.232 -0.159
O3 0.920 -2.582 0.173
C2 1.499 -3.201 -0.767
O4 1.898 -4.380 -0.804
O5 -1.001 -1.126 0.005
C3 -1.279 0.075 0.526
O6 -2.404 0.559 0.686
C4 -0.010 0.715 0.976
O7 0.990 -0.133 0.665
O8 0.130 1.850 1.499
O9 4.586 -1.447 -7.667
H1 5.325 -0.919 -7.366
H2 4.342 -1.975 -6.907
O10 0.669 4.464 6.166
H3 0.480 3.991 5.355
H4 -0.076 5.055 6.278
O11 -3.090 -0.328 5.905
H5 -3.655 0.366 5.565
H6 -2.871 -0.046 6.794
O12 -4.615 3.384 4.741
H7 -4.616 4.322 4.554
H8 -5.004 2.983 3.964
O13 -1.996 6.112 0.333
H9 -1.936 5.502 1.068
H10 -1.384 6.814 0.553
O14 5.516 1.595 2.068
H11 5.450 2.062 2.901
H12 4.760 1.896 1.563
O15 -6.543 0.001 -1.765
H13 -5.887 0.287 -1.129
H14 -6.287 0.428 -2.582
O16 -3.976 -4.424 -1.836
H15 -3.417 -3.766 -1.423
H16 -4.716 -4.521 -1.237
O17 4.242 2.215 -2.769
H17 4.519 2.042 -3.669
H18 3.910 1.375 -2.454
O18 3.968 -7.450 -4.557
H19 3.067 -7.572 -4.857
H20 3.886 -7.265 -3.622

(6)
The following is a DFT calculation (ωB97M-V/def2-TZVPD) of the ion C4H8N3O with charge +1 at a distorted geometry.

Calculated values
Charge ... +1
Gap between HOMO and LUMO (alpha / beta) ... 6.93 / 6.91 eV
Spin multiplicity ... 3
ΔE to the lowest compared entry with this formula, charge and spin ... 10.8 kJ/mol
Largest force on an atom ... 0.1595 hartree/bohr

CARTESIAN COORDINATES (ANGSTROEM)
C1 -0.267 -0.752 1.254
C2 -0.736 0.490 1.442
C3 0.384 1.348 -0.497
C4 0.503 -1.151 -0.039
N1 -0.382 1.477 0.553
N2 0.909 0.113 -0.735
N3 -0.500 -1.783 -0.782
O1 0.603 2.460 -1.213
H1 -0.537 -1.616 1.882
H2 -1.553 0.693 2.075
H3 1.345 -1.696 0.229
H4 -0.679 2.354 0.997
H5 1.098 -0.178 -1.709
H6 -1.462 -1.445 -0.537
H7 -0.200 -2.627 -1.242
H8 1.474 2.313 -1.677